Entry from OMol25: 5 unconnected molecules or ions with the total composition H10O5 (ωB97M-V with the def2-TZVPD basis set).

Output
Gap between HOMO and LUMO (alpha / beta) (eV): 2.4 / 10.5
Spin multiplicity: 2
F_max (eV/Å): 1.169
Energy above the lowest of the compared OMol25 structures with the same formula, charge and spin (kcal/mol): 18.9
Net charge: -1
⟨S²⟩: 0.75

```
15
Properties=species:S:1:pos:R:3:forces:R:3
O 0.0801 0.0263 0.1059 -0.3 0.9 0.0
H 0.2520 -0.9123 0.0303 0.3 -0.9 0.3
H 0.0310 0.3349 -0.7988 0.0 0.1 -0.4
O -0.0906 2.3830 1.6266 -0.2 0.8 0.5
H 0.1915 2.1732 0.7363 0.3 -0.3 -0.1
H -0.7804 1.7470 1.8160 0.0 -0.4 -0.1
O -2.4075 -2.5390 -0.5296 -0.7 0.0 0.1
H -2.3354 -2.8579 -1.4292 0.1 -0.1 -0.3
H -1.5069 -2.3420 -0.2719 0.5 0.1 0.2
O 1.3584 3.2029 -1.1556 -0.1 0.1 0.3
H 0.6654 3.0652 -1.8014 -0.3 -0.1 -0.2
H 2.1067 3.5088 -1.6681 0.3 0.0 -0.1
O 0.7605 -2.5173 0.7342 -0.2 0.1 -1.1
H 1.4980 -2.2665 1.2904 0.8 0.2 0.5
H 0.1773 -3.0061 1.3148 -0.5 -0.5 0.6
```
Forces are in eV/Å.